one.
{
  "formula": "C4H10NO2",
  "method": "the ωB97M-V functional and the def2-TZVPD basis",
  "symbols": ["O", "O", "N", "C", "C", "C", "C", "H", "H", "H", "H", "H", "H", "H", "H", "H", "H"],
  "xyz": [[2.08, -1.58, -0.43], [-0.70, -1.41, -0.45], [-1.38, 0.96, -1.12], [0.78, -0.84, 1.51], [-0.05, -0.44, 0.31], [-0.84, 0.84, 0.27], [1.59, -0.50, 0.29], [2.14, 0.43, 0.25], [-2.25, 1.51, -1.17], [-0.24, 1.70, 0.55], [-0.69, 1.35, -1.77], [0.75, -1.88, 1.80], [2.70, -1.30, -1.11], [-0.09, -2.16, -0.54], [-1.55, -0.04, -1.37], [-1.70, 0.76, 0.95], [0.82, -0.17, 2.35]],
  "lowdin_charge": [0.02, 0.01, 0.20, 0.00, -0.41, -0.06, -0.23, 0.15, 0.18, 0.15, 0.18, 0.13, 0.12, 0.12, 0.16, 0.15, 0.12],
  "homo_ha": -0.474,
  "total_charge": 1,
  "gap_ev": 9.37
}

***

two.
{
  "formula": "C4H10NO2",
  "method": "the ωB97M-V functional and the def2-TZVPD basis",
  "symbols": ["O", "O", "N", "C", "C", "C", "C", "H", "H", "H", "H", "H", "H", "H", "H", "H", "H"],
  "xyz": [[-0.76, -0.11, -1.20], [-2.82, -0.14, 0.01], [-0.75, -0.08, 0.98], [0.24, 0.08, -0.21], [-1.61, -0.66, -0.13], [0.86, 1.51, -0.38], [1.14, -1.13, -0.32], [1.34, -1.36, -1.42], [2.07, -0.88, 0.23], [1.44, 1.54, -1.34], [-3.17, 0.53, -0.71], [0.46, -1.96, 0.02], [-1.24, 0.73, 1.33], [1.63, 1.61, 0.52], [0.03, 2.25, -0.38], [-1.56, -1.73, -0.09], [-0.53, -0.66, 1.71]],
  "lowdin_charge": [0.02, 0.09, 0.26, -0.52, -0.33, 0.02, 0.02, 0.14, 0.11, 0.11, 0.22, 0.11, 0.18, 0.13, 0.10, 0.17, 0.15],
  "homo_ha": -0.567,
  "total_charge": 1,
  "gap_ev": 12.23
}

***

three.
{
  "formula": "C4H10NO2",
  "method": "the ωB97M-V functional and the def2-TZVPD basis",
  "symbols": ["O", "O", "N", "C", "C", "C", "C", "H", "H", "H", "H", "H", "H", "H", "H", "H", "H"],
  "xyz": [[1.32, 0.09, 1.10], [0.64, -1.13, -0.80], [-0.94, 0.28, 0.24], [0.55, -0.02, 0.01], [1.43, 1.19, 0.22], [-1.62, 1.24, -0.70], [0.79, -2.23, 0.08], [1.00, 2.09, 0.53], [-0.96, 0.59, 1.19], [1.73, -2.11, 0.67], [0.81, -3.15, -0.40], [-1.12, 2.21, -0.77], [-1.73, 0.85, -1.85], [-1.52, -0.57, 0.24], [-2.63, 1.40, -0.30], [-0.07, -2.12, 0.87], [2.32, 1.39, -0.31]],
  "lowdin_charge": [0.08, -0.02, 0.11, -0.50, 0.05, 0.02, -0.03, 0.10, 0.17, 0.11, 0.09, 0.10, 0.18, 0.18, 0.10, 0.13, 0.13],
  "homo_ha": -0.560,
  "total_charge": 1,
  "gap_ev": 11.91
}

***

Which of them is most stable, and which least? Most stable: one; least stable: three.

***

one.
{
  "formula": "C2H3FO",
  "method": "the ωB97M-V functional and the def2-TZVPD basis",
  "symbols": ["F", "O", "C", "C", "H", "H", "H"],
  "xyz": [[-0.91, -0.23, 1.43], [0.34, 0.26, -1.94], [-0.21, 0.40, -0.77], [0.20, -0.24, 0.48], [0.58, -1.28, 0.09], [-0.99, 1.05, -0.36], [0.99, 0.05, 1.07]],
  "lowdin_charge": [-0.09, 0.00, -0.17, -0.13, 0.17, 0.12, 0.10],
  "homo_ha": -0.396,
  "gap_ev": 10.61
}

***

two.
{
  "formula": "C2H3FO",
  "method": "the ωB97M-V functional and the def2-TZVPD basis",
  "symbols": ["F", "O", "C", "C", "H", "H", "H"],
  "xyz": [[0.20, -1.85, 0.32], [-0.57, -0.67, -1.66], [0.15, 0.57, 0.30], [-0.21, -0.55, -0.59], [0.07, 1.53, -0.35], [1.10, 0.42, 1.00], [-0.75, 0.55, 0.98]],
  "lowdin_charge": [-0.19, 0.22, -0.02, -0.38, 0.13, 0.14, 0.11],
  "homo_ha": -0.443,
  "gap_ev": 12.70
}

***

Which of them is most stable, and which least? Most stable: two; least stable: one.

***

one.
{
  "formula": "C32H48N7O10P2RbSe",
  "method": "the ωB97M-V functional and the def2-TZVPD basis",
  "symbols": ["Rb", "Se", "P", "P", "O", "O", "O", "O", "O", "O", "O", "O", "O", "O", "N", "N", "N", "N", "N", "N", "N", "C", "C", "C", "C", "C", "C", "C", "C", "C", "C", "C", "C", "C", "C", "C", "C", "C", "C", "C", "C", "C", "C", "C", "C", "C", "C", "C", "C", "C", "C", "C", "C", "H", "H", "H", "H", "H", "H", "H", "H", "H", "H", "H", "H", "H", "H", "H", "H", "H", "H", "H", "H", "H", "H", "H", "H", "H", "H", "H", "H", "H", "H", "H", "H", "H", "H", "H", "H", "H", "H", "H", "H", "H", "H", "H", "H", "H", "H", "H", "H"],
  "xyz": [[-0.43, -1.73, -0.05], [-5.21, -1.97, 7.97], [2.11, 0.27, -2.09], [-0.49, 1.80, -2.30], [-0.61, 1.56, -3.87], [-1.01, 3.29, -2.21], [1.97, -0.46, 1.99], [2.13, 0.05, -3.65], [1.47, -0.74, -1.25], [3.64, 0.55, -1.74], [0.46, -4.26, 0.30], [-1.18, 0.78, -1.52], [0.96, -4.25, -1.88], [-3.18, -3.94, 0.56], [-1.87, 0.31, 3.25], [-2.09, -3.75, -1.51], [-1.70, -2.37, 2.86], [-3.41, -1.16, 0.29], [3.66, 0.23, 3.30], [-4.62, -0.49, 7.14], [-4.41, -3.06, 6.80], [-2.16, -4.63, 3.48], [2.76, -1.06, -4.36], [-2.92, -3.40, -0.57], [-3.67, -2.08, -0.83], [5.03, 1.46, -0.02], [-2.51, -0.48, 4.12], [4.06, -0.55, -4.95], [-1.58, -3.68, 2.64], [-1.94, 1.62, 3.42], [4.62, -1.03, -0.18], [2.40, 0.39, 2.74], [-3.33, 1.42, 5.35], [2.93, -2.31, -3.52], [-0.25, 4.72, -0.38], [-2.89, -4.21, 4.56], [4.04, 0.35, -0.34], [-1.47, 3.26, -5.34], [0.49, 1.80, -5.97], [-1.44, 4.05, -1.04], [-2.25, 3.21, -0.08], [-3.02, -2.84, 4.80], [-1.25, -4.92, -1.25], [-2.66, 2.23, 4.45], [-3.25, 0.04, 5.19], [1.41, 2.60, 1.86], [-3.79, -2.32, 5.92], [-0.22, 2.54, -4.85], [1.29, 1.87, -1.95], [1.69, 1.69, 3.06], [-2.40, -1.95, 3.92], [0.19, -4.46, -0.92], [-3.91, -0.88, 6.12], [2.37, 2.91, 1.42], [0.83, 2.50, -6.73], [-4.17, -0.50, 0.42], [0.43, 5.13, -1.13], [-2.65, 3.87, 0.70], [-1.20, -5.53, -2.15], [1.39, 2.17, -0.90], [5.93, 1.35, -0.63], [3.31, -3.10, -4.17], [3.89, 0.34, -5.57], [-2.04, -5.68, 3.25], [-0.19, 1.08, -6.43], [1.34, 1.26, -5.57], [4.75, -0.28, -4.15], [2.02, -2.67, -3.05], [3.16, 0.46, 0.29], [-1.64, 2.46, 0.41], [-2.67, 3.30, 4.54], [-3.38, -4.91, 5.23], [-2.08, 4.81, -1.49], [3.87, -1.80, -0.40], [4.94, -1.17, 0.85], [0.75, 1.37, 3.52], [-1.21, 3.99, -6.11], [-1.35, 2.23, 2.74], [2.25, 2.22, 3.84], [2.04, -1.27, -5.16], [0.28, 4.04, 0.29], [3.86, 0.76, 4.13], [5.30, 1.40, 1.03], [1.77, 2.61, -2.59], [-3.90, 1.83, 6.17], [-4.74, -2.32, -0.92], [-3.33, -1.72, 1.13], [3.67, -2.15, -2.73], [3.99, -0.72, 3.30], [-3.07, 2.70, -0.58], [0.90, 1.98, 1.11], [4.58, 2.43, -0.21], [-3.32, -1.65, -1.76], [-2.17, 2.54, -5.75], [-1.95, 3.78, -4.51], [5.48, -1.16, -0.84], [-0.60, 5.54, 0.25], [0.46, 3.26, -4.39], [4.51, -1.32, -5.56], [-1.63, -5.52, -0.41], [-0.97, -3.98, 1.80]],
  "lowdin_charge": [1.00, 1.00, 0.46, 0.47, -0.16, -0.20, 0.02, -0.19, -0.43, -0.18, -0.19, -0.28, -0.07, -0.11, 0.17, 0.00, 0.13, -0.04, 0.13, -0.25, -0.25, -0.02, -0.41, -0.67, -0.24, -0.05, -0.13, -0.05, -0.10, -0.11, -0.04, -0.55, -0.02, -0.04, -0.06, -0.01, -0.44, -0.05, -0.04, -0.41, -0.05, -0.11, -0.19, -0.05, -0.11, -0.21, -0.33, -0.46, -0.19, -0.30, -0.15, -0.78, -0.33, -0.03, 0.08, 0.05, 0.08, 0.08, 0.09, 0.06, 0.07, 0.09, 0.07, 0.11, 0.09, 0.06, 0.08, 0.06, 0.10, 0.07, 0.10, 0.11, 0.13, 0.09, 0.07, 0.07, 0.08, 0.09, 0.07, 0.14, 0.02, 0.07, 0.07, 0.08, 0.11, 0.09, 0.03, 0.07, 0.09, 0.09, -0.03, 0.07, 0.09, 0.09, 0.07, 0.08, 0.08, 0.13, 0.08, 0.09, 0.07],
  "homo_ha": -0.027,
  "total_charge": -2,
  "gap_ev": 4.12
}

***

two.
{
  "formula": "C32H48N7O10P2RbSe",
  "method": "the ωB97M-V functional and the def2-TZVPD basis",
  "symbols": ["Rb", "Se", "P", "P", "O", "O", "O", "O", "O", "O", "O", "O", "O", "O", "N", "N", "N", "N", "N", "N", "N", "C", "C", "C", "C", "C", "C", "C", "C", "C", "C", "C", "C", "C", "C", "C", "C", "C", "C", "C", "C", "C", "C", "C", "C", "C", "C", "C", "C", "C", "C", "C", "C", "H", "H", "H", "H", "H", "H", "H", "H", "H", "H", "H", "H", "H", "H", "H", "H", "H", "H", "H", "H", "H", "H", "H", "H", "H", "H", "H", "H", "H", "H", "H", "H", "H", "H", "H", "H", "H", "H", "H", "H", "H", "H", "H", "H", "H", "H", "H", "H"],
  "xyz": [[0.67, 0.37, -1.63], [9.57, -2.07, 1.39], [-2.41, -1.60, 0.22], [-2.72, 1.26, -0.28], [-2.70, -2.68, 1.40], [-3.56, -2.03, -0.80], [-3.97, 0.95, -1.21], [-3.21, 2.62, 0.47], [-0.55, 2.21, -4.20], [3.01, -0.95, -3.99], [1.11, 2.36, 1.10], [-1.12, -1.63, -0.44], [1.49, 2.29, -3.32], [-1.40, 1.32, -0.88], [3.41, -1.11, 1.27], [1.88, -2.38, -1.82], [0.79, -0.53, -4.47], [8.79, -1.17, 0.03], [4.23, 0.10, -1.00], [1.51, 3.76, 2.82], [7.99, -2.32, 2.23], [4.58, 0.69, -2.11], [-1.33, 4.17, 0.37], [-1.99, -2.04, 3.65], [-0.40, -3.15, 2.03], [7.04, -1.76, 1.48], [-2.26, 3.36, 1.25], [6.53, -0.51, -0.59], [5.66, -1.75, 1.84], [-3.09, 4.24, 2.18], [7.48, -1.13, 0.28], [5.15, -0.50, -0.24], [1.79, -1.19, -3.93], [1.34, 1.36, 3.28], [-0.08, 0.82, 3.33], [5.19, -2.33, 3.03], [4.71, -1.13, 0.98], [1.37, -2.46, -3.18], [1.10, 0.72, -5.08], [-4.84, -2.50, -0.42], [-5.53, 2.71, -1.66], [3.85, -2.30, 3.30], [0.63, 1.86, -4.09], [-4.85, -4.03, -0.49], [3.00, -1.67, 2.38], [5.91, 0.71, -2.56], [1.35, 2.48, 2.28], [6.88, 0.12, -1.79], [-3.31, 2.68, -2.83], [-2.92, -0.02, 0.98], [-4.42, 1.83, -2.24], [-1.84, -3.02, 2.48], [-5.86, -1.89, -1.37], [-4.83, 1.17, -3.02], [-2.91, 3.33, -2.06], [-0.81, 1.56, 3.69], [-2.21, 0.22, 1.76], [-3.04, -1.77, 3.77], [-6.35, 2.09, -1.28], [-3.70, 3.29, -3.64], [1.67, 1.69, 4.27], [3.79, 1.16, -2.67], [0.21, -3.57, 2.82], [-4.12, -4.43, 0.21], [0.28, -2.56, -3.16], [1.66, 4.48, 2.13], [-4.56, -4.34, -1.49], [-5.65, -2.23, -2.39], [-0.77, 3.50, -0.28], [2.01, 0.58, 2.92], [-5.93, 3.38, -2.43], [-5.12, 3.29, -0.84], [-2.43, 4.76, 2.88], [-1.91, 4.87, -0.24], [-5.83, -4.43, -0.25], [2.05, 3.85, 3.66], [-1.39, -1.14, 3.50], [-1.66, 2.65, 1.85], [-0.36, -3.81, 1.16], [2.77, -1.87, -1.86], [-3.93, -0.07, 1.39], [1.93, -1.62, 2.57], [-0.63, 4.72, 0.99], [-1.65, -2.52, 4.57], [6.16, 1.18, -3.51], [-0.36, 0.42, 2.36], [-3.80, 3.64, 2.74], [-6.87, -2.17, -1.09], [-5.77, -0.81, -1.36], [-5.06, -2.20, 0.61], [-3.63, 4.98, 1.60], [-2.49, 2.08, -3.22], [-2.23, -4.00, 2.80], [5.91, -2.80, 3.70], [-0.01, -2.18, 1.73], [2.08, -3.30, -1.44], [7.93, 0.12, -2.08], [3.44, -2.74, 4.20], [1.79, -3.32, -3.74], [2.17, 0.84, -5.27], [0.52, 0.84, -6.00]],
  "lowdin_charge": [1.02, 1.01, 0.50, 0.50, -0.21, -0.16, -0.19, -0.20, -0.06, -0.09, 0.02, -0.27, -0.17, -0.44, 0.17, -0.05, -0.02, -0.24, 0.15, 0.13, -0.25, -0.09, -0.04, -0.06, -0.06, -0.34, -0.44, -0.10, -0.10, -0.04, -0.33, -0.14, -0.70, -0.29, -0.20, -0.02, -0.13, -0.25, -0.22, -0.46, -0.05, -0.04, -0.83, -0.04, -0.12, -0.02, -0.56, -0.01, -0.05, -0.18, -0.43, -0.44, -0.03, 0.14, 0.07, -0.02, 0.05, 0.07, 0.07, 0.09, 0.08, 0.10, 0.08, 0.07, 0.09, 0.08, 0.08, 0.09, 0.07, 0.06, 0.07, 0.07, 0.08, 0.08, 0.08, 0.07, 0.01, 0.11, 0.09, 0.03, 0.09, 0.09, 0.07, 0.07, 0.11, -0.03, 0.07, 0.08, 0.06, 0.13, 0.07, 0.06, 0.13, 0.11, 0.06, 0.06, 0.10, 0.10, 0.10, 0.09, 0.09],
  "homo_ha": -0.015,
  "total_charge": -2,
  "gap_ev": 3.38
}

***

Which of them is most stable, and which least? Most stable: one; least stable: two.

***

one.
{
  "formula": "CH11O5",
  "method": "the ωB97M-V functional and the def2-TZVPD basis",
  "symbols": ["O", "O", "O", "O", "O", "C", "H", "H", "H", "H", "H", "H", "H", "H", "H", "H", "H"],
  "xyz": [[0.68, -1.18, 0.68], [-0.22, 0.12, -1.20], [-2.57, 1.11, 0.99], [2.43, 0.35, -1.68], [0.83, 0.32, 2.96], [-1.18, -0.55, -1.96], [0.18, -0.57, -0.27], [-1.88, 0.46, 0.77], [1.46, 0.23, -1.55], [0.78, 0.18, 2.01], [-1.54, -1.55, -1.66], [-0.76, -0.66, -2.98], [1.03, -1.87, 0.12], [2.78, 0.09, -0.81], [-2.05, 0.10, -2.11], [0.40, -0.52, 3.16], [-2.59, 1.66, 0.23]],
  "lowdin_charge": [-0.28, -0.33, -0.05, -0.12, -0.10, -0.25, -0.01, 0.02, -0.03, -0.03, 0.06, 0.06, -0.03, 0.02, 0.05, 0.02, 0.00],
  "homo_ha": -0.188,
  "total_charge": -1,
  "gap_ev": 9.06
}

***

two.
{
  "formula": "CH11O5",
  "method": "the ωB97M-V functional and the def2-TZVPD basis",
  "symbols": ["O", "O", "O", "O", "O", "C", "H", "H", "H", "H", "H", "H", "H", "H", "H", "H", "H"],
  "xyz": [[0.94, -0.43, -2.58], [-1.60, -1.81, 1.56], [-0.12, 0.00, 0.17], [-2.08, 0.14, -1.52], [3.00, -0.53, 1.13], [0.15, 1.14, 0.88], [-0.85, -1.28, 1.20], [-2.21, -1.80, 0.82], [0.49, 0.38, -2.86], [0.78, 1.84, 0.30], [0.64, 0.97, 1.86], [2.40, -1.28, 0.98], [-2.34, 1.07, -1.47], [0.48, -0.52, -1.72], [2.50, 0.25, 0.89], [-0.75, 1.75, 1.12], [-1.43, 0.10, -0.75]],
  "lowdin_charge": [-0.10, -0.12, -0.41, -0.13, -0.08, -0.35, -0.01, 0.01, 0.01, 0.06, 0.05, 0.04, 0.00, -0.01, -0.01, 0.06, -0.02],
  "homo_ha": -0.166,
  "total_charge": -1,
  "gap_ev": 8.44
}

***

Which of them is most stable, and which least? Most stable: two; least stable: one.